Entry 1:
Density functional theory data (ωB97M-V/def2-TZVPD) for a cluster of 6 separate species, C36H40F10N2O17S in total in a non-equilibrium geometry.

Structure (XYZ):
```
106
Properties=species:S:1:pos:R:3:forces:R:3
H 7.853 -5.479 3.352 -0.01 0.03 -0.03
C 6.977 -6.026 3.000 0.00 0.01 0.14
C -0.014 -0.830 -5.029 0.00 0.03 0.07
H 1.421 -5.967 2.638 0.04 -0.06 0.23
O -3.443 6.453 -1.646 0.11 -0.07 0.12
C 3.332 3.978 5.647 -0.07 0.05 -0.07
H -0.510 -0.445 -5.908 -0.14 0.10 -0.11
O -0.212 -4.310 0.701 -0.84 0.76 0.00
F -3.091 -2.944 0.979 0.25 0.00 0.43
C 1.271 -1.853 -2.946 0.37 -0.20 0.49
H -5.339 8.539 -4.277 0.02 -0.03 0.01
H 1.568 -1.734 -6.169 0.12 -0.08 -0.13
C -0.289 -1.233 1.050 -0.22 0.60 -0.23
O 6.101 -4.821 1.257 0.03 -0.16 0.11
H -6.595 6.469 -4.474 0.11 -0.08 0.00
C 1.171 -1.576 -5.177 0.20 -0.12 -0.44
C -4.376 6.821 -2.282 -0.17 0.05 -0.06
C 6.007 -2.000 -0.310 0.01 0.26 -0.16
F -2.919 -1.411 -2.805 0.04 -0.18 -0.25
H -6.602 1.428 -2.348 -0.01 0.00 -0.04
H 5.418 -1.139 -0.002 -0.15 0.03 0.15
C -5.817 8.188 -3.361 -0.08 0.04 -0.09
O 4.106 1.938 6.356 -0.01 0.06 -0.01
H -6.598 8.886 -3.074 0.07 0.02 0.15
C -7.828 3.493 -3.796 0.10 0.09 -0.06
H 3.061 -3.750 -2.967 0.08 -0.21 -0.12
H 6.708 -6.780 3.734 0.02 -0.11 -0.12
C 5.829 -5.109 2.630 0.03 0.11 0.18
H -3.536 5.168 1.723 0.08 0.06 0.12
O -1.945 2.436 2.333 -0.05 0.15 0.05
O 7.290 -6.640 1.746 -0.03 0.05 0.02
H 2.604 2.060 4.915 0.13 -0.12 0.02
O -7.105 3.402 -2.657 -0.04 -0.06 -0.03
H 2.115 2.434 6.577 0.03 0.02 0.04
H -0.032 -6.578 1.774 -0.20 0.00 0.19
O 2.022 -4.312 0.595 0.49 0.21 0.59
C -6.174 2.324 -2.800 0.16 -0.13 0.10
C 0.945 -6.129 1.679 0.38 -0.15 -0.60
F -4.214 -3.743 -0.653 -0.25 -0.27 -0.15
C 1.951 -2.394 -1.811 -0.26 0.06 0.42
O -4.826 8.096 -2.329 0.01 -0.04 -0.03
C -3.827 -1.396 -0.667 -0.14 -0.48 -0.11
C -0.414 -0.833 -1.472 0.64 -0.63 0.91
C -3.297 -2.845 -0.323 -0.64 0.28 0.06
O -5.142 6.018 -3.056 0.03 -0.01 -0.04
O 5.820 2.713 7.593 0.09 -0.02 0.06
F -1.534 1.108 -2.193 0.12 0.10 -0.08
H 0.422 0.809 0.975 -0.04 0.16 -0.14
C 2.910 2.538 5.838 -0.21 0.04 -0.08
H -7.118 6.532 -2.781 0.00 0.01 0.00
H -2.264 4.633 0.608 -0.01 -0.01 0.01
C 0.232 0.048 1.726 0.21 0.08 -0.13
F -3.966 -0.688 0.456 0.17 0.22 0.26
C 6.004 -2.119 -1.828 0.03 -0.63 0.57
H -5.255 2.862 -4.697 0.00 0.02 0.03
F -2.194 -3.126 -0.976 0.67 -0.09 -0.22
O -7.308 2.701 -4.762 0.03 -0.05 0.11
O -8.775 4.196 -3.935 -0.09 0.08 -0.01
C -6.039 2.213 -4.304 0.17 -0.04 -0.04
C 3.244 -3.112 -2.112 -0.24 0.10 -0.13
C -1.216 3.426 2.910 -0.11 0.06 -0.07
C -3.028 -0.612 -1.743 0.05 0.32 0.37
C 6.865 -5.825 0.753 0.00 -0.02 0.00
H -3.943 2.912 2.515 0.02 0.02 0.03
C 0.829 -4.827 0.957 0.16 -0.66 -0.08
F 1.775 0.988 3.239 0.28 0.21 0.22
O 4.348 4.132 6.648 -0.02 -0.03 -0.03
H -0.530 0.461 2.373 -0.10 -0.04 0.28
C -6.301 6.757 -3.468 -0.16 -0.03 -0.01
C 1.411 -2.209 -0.546 -0.20 0.19 -0.87
C -1.653 0.046 -1.358 0.35 -0.04 -0.73
H 7.023 -1.839 0.042 0.19 0.01 0.03
S 4.433 -1.838 -2.672 0.19 0.41 -0.10
H 6.400 -3.094 -2.100 0.07 -0.09 -0.18
H 3.155 -2.637 0.568 0.34 -0.13 0.01
C 0.222 -1.418 -0.364 -0.05 0.03 -0.44
C -2.723 4.462 1.582 -0.08 0.02 -0.17
H 2.339 -0.345 1.834 0.28 0.17 0.03
H 1.755 -2.516 1.582 -0.17 -0.05 0.13
O 7.118 -5.961 -0.396 0.01 0.01 -0.11
H 4.862 -5.602 2.695 -0.12 -0.10 0.02
H -3.414 2.515 0.866 0.14 -0.10 0.01
C 1.509 -0.144 2.512 -0.45 -0.68 -0.63
H 2.526 4.688 5.809 0.07 0.05 0.13
H 1.576 -6.784 1.084 0.18 -0.15 0.09
F -1.800 0.612 -0.142 -0.16 -0.02 0.37
O -0.263 3.248 3.594 0.10 -0.05 0.10
H -5.870 1.197 -4.650 -0.17 0.00 -0.06
H 1.417 -1.006 3.176 0.03 0.10 0.37
H 5.673 -2.910 0.167 -0.34 -0.04 0.07
F -5.060 -1.548 -1.185 -0.23 -0.02 -0.16
H -1.362 -1.145 1.008 -0.26 -0.09 0.12
H 3.597 -3.740 -1.307 0.23 0.12 0.29
O -1.729 4.636 2.600 0.00 -0.06 0.00
H 5.806 -4.191 3.213 0.04 0.06 -0.14
C 2.100 -2.868 0.623 0.03 0.05 -0.66
H 6.687 -1.375 -2.223 -0.12 0.20 -0.39
F -3.846 0.411 -2.082 -0.20 0.24 -0.04
C -3.136 3.019 1.788 -0.14 -0.02 -0.11
N 1.808 -2.097 -4.175 -0.34 0.17 0.29
H 3.775 4.157 4.666 0.02 -0.03 0.01
C 4.854 2.908 6.932 -0.07 0.01 -0.04
C 0.110 -1.086 -2.779 -0.43 0.23 -0.03
H -5.235 2.561 -2.308 -0.07 0.18 0.04
H -0.106 -2.094 1.675 0.07 -0.23 -0.06
N -0.542 -0.588 -3.870 0.01 -0.03 0.16
```
Forces are in eV/Å.

For the LUMO energy, the calculation gives -0.7120 eV. For the HOMO energy, the calculation gives -0.31230 Eh. Its structure (SMILES) is CCSCc1c(COC(C)=O)c(CCCF)c(C(F)(F)C(F)(F)C(F)(F)C(F)(F)F)c2nccnc12.O=C1OCCO1.O=C1OCCO1.O=C1OCCO1.O=C1OCCO1.O=C1OCCO1. The gap between HOMO and LUMO comes out at 7.786 eV. As for the multiplicity: 1. Its maximum force is 0.02484 Eh/bohr.

Mulliken atomic charge list, values in e, 4 entries: 0.255, -0.374, -0.443, 0.283



Entry 2:
Density functional theory data (ωB97M-V/def2-TZVPD) for a structure of composition C36H40GeN4SSeV in a non-equilibrium geometry.

Structure (XYZ):
```
84
Properties=species:S:1:pos:R:3:forces:R:3
C -0.636 -2.807 -0.775 -0.04 0.02 -0.05
H -2.994 0.163 3.219 0.01 0.03 -0.02
C -0.922 0.129 2.615 0.12 0.74 -0.08
C 2.183 0.072 -0.088 -0.08 0.01 0.00
H 1.718 0.065 4.804 0.01 -0.01 -0.02
H 0.376 -4.698 -1.299 0.00 0.02 0.00
H -0.620 -5.922 0.462 0.00 0.01 -0.01
C 4.561 0.018 -1.458 -0.02 -0.03 -0.05
H 5.496 -0.009 -2.001 0.00 0.02 0.00
H -2.904 -2.620 0.577 0.01 -0.01 0.00
C -0.850 2.206 -3.044 0.07 -0.03 -0.01
H -2.480 0.064 5.624 0.00 0.00 0.00
H 0.180 -2.535 2.460 -0.01 0.02 -0.01
H 3.522 1.958 -4.050 -0.01 0.01 0.00
H -5.922 4.094 0.579 -0.01 -0.02 0.00
C 4.246 -1.439 -4.061 0.03 0.00 -0.01
H 5.266 -1.383 -3.682 0.01 0.00 0.00
C -2.831 4.010 2.912 0.06 -0.01 -0.02
H 4.183 0.973 -5.360 -0.01 0.01 -0.01
Se -5.678 -0.450 -0.085 -0.38 -0.06 -0.04
C -3.899 3.440 0.798 0.12 0.03 -0.07
H -2.259 1.649 -1.536 0.00 0.06 0.01
C 2.152 -0.021 -1.484 0.14 -0.04 -0.01
C -4.002 -0.289 0.085 0.02 0.08 -0.02
H -3.859 3.013 -0.197 0.00 -0.04 0.02
C -3.994 4.632 3.325 -0.02 -0.03 0.01
H -1.464 1.846 -3.859 0.00 -0.02 0.01
C -2.770 3.425 1.636 -0.35 -0.16 -0.03
C 3.395 0.123 0.598 0.08 0.01 -0.15
H -6.016 5.123 2.818 0.00 0.03 -0.01
C 0.697 0.074 4.443 -0.11 -0.06 0.02
H 5.106 1.199 -3.882 0.01 -0.01 0.01
C 0.326 -2.857 1.430 -0.01 -0.09 0.03
S 3.121 0.180 2.305 0.07 0.02 0.18
H 1.410 0.527 -4.153 -0.06 0.08 0.02
N 1.078 0.086 0.767 0.02 0.11 0.16
H 2.112 3.785 -2.500 0.00 0.01 0.00
H -2.039 -4.974 2.105 0.00 0.01 0.00
H -2.778 -4.956 0.500 0.00 0.02 0.00
V -0.997 0.103 0.602 0.40 -1.68 -1.01
C -0.355 0.052 5.351 0.00 0.01 -0.01
C 0.755 3.183 -0.965 0.02 -0.09 0.09
H 2.150 -0.442 -5.418 -0.01 0.01 0.00
C -1.672 0.073 4.904 0.00 -0.04 0.03
H 1.520 -1.233 -3.981 0.01 -0.01 0.01
H 1.233 -2.391 1.052 0.01 -0.03 -0.02
C -1.960 0.123 3.544 -0.01 -0.04 -0.01
H -1.472 -2.429 -1.364 0.00 0.01 0.01
H 4.307 -1.541 -5.144 -0.01 0.00 0.00
H 0.361 -4.869 2.333 0.00 0.02 0.00
H 1.379 -4.722 0.896 0.00 0.02 0.00
H 1.376 3.572 -0.167 0.02 -0.06 0.02
C 2.041 -0.340 -4.338 0.02 -0.10 -0.03
C 4.100 1.060 -4.276 -0.01 -0.01 -0.03
C 3.349 -0.061 -2.183 -0.02 -0.02 -0.01
N -0.677 -4.903 0.508 -0.01 0.00 -0.02
H 0.706 2.918 -4.332 -0.01 0.04 -0.01
C -5.057 4.055 1.225 -0.04 0.01 0.05
H -0.146 0.026 6.412 0.00 0.01 0.00
H -2.196 -2.630 2.188 0.00 0.02 -0.01
C 1.169 3.304 -2.277 0.00 0.07 -0.03
H -4.038 5.112 4.292 -0.01 -0.02 0.02
Ge -1.102 2.788 1.092 -0.26 1.39 1.26
C -0.500 2.610 -0.692 -0.09 -1.06 -0.13
H 1.206 -0.063 -2.012 -0.04 0.03 0.04
H -1.968 4.002 3.568 0.01 -0.01 -0.01
C 0.370 2.818 -3.308 -0.02 0.02 -0.03
C 0.410 0.112 3.083 0.18 0.09 -0.02
C -5.104 4.645 2.487 -0.01 -0.01 -0.02
N -0.820 -2.383 0.628 0.01 0.50 0.04
H -1.382 -4.767 -1.466 -0.01 0.02 0.00
C 1.444 0.127 2.046 -0.18 0.04 -0.03
C -0.565 -4.347 -0.881 -0.01 -0.05 0.01
C 4.609 0.110 -0.089 -0.08 -0.02 0.03
C -2.064 -2.978 1.164 -0.02 -0.09 0.03
H 0.284 -2.359 -1.155 0.00 -0.02 0.01
H 5.555 0.157 0.432 0.00 0.01 0.01
H 3.785 -2.344 -3.662 -0.01 0.00 0.01
N -2.815 -0.169 0.218 0.36 0.39 -0.02
C 0.450 -4.394 1.358 -0.02 -0.07 0.01
C -1.289 2.089 -1.736 -0.09 0.15 -0.04
C -1.995 -4.520 1.117 0.02 -0.05 0.02
C 3.421 -0.193 -3.704 -0.01 -0.01 0.07
H -0.018 3.144 2.102 0.18 -0.11 -0.10
```
Forces are in eV/Å.

For the LUMO energy (alpha / beta), the calculation gives -10.0948 / -10.3148 eV. For the HOMO energy (alpha / beta), the calculation gives -0.58887 / -0.59114 Eh. The net charge is +3. The gap between HOMO and LUMO (alpha / beta) comes out at 5.929 / 5.771 eV. As for the multiplicity: 3. The expectation value of S² is 2.05. Its maximum force is 0.03888 Eh/bohr.

Mulliken atomic charge list, values in e, 4 entries: -0.326, 0.566, 0.143, -2.207